No. 1
Below is a 10-piece molecular cluster, C24H48Cl16O6 overall in a non-equilibrium geometry, with properties calculated with ωB97M-V with the def2-TZVPD basis set.

Each line ends with the Mulliken charge.
Element x y z (Å)
C1 -1.5471 4.4306 -0.1308  -0.75
C2 -1.0896 5.0144 -1.4726  0.15
O1 -2.1731 5.0480 -2.3481  -0.41
C3 -2.6610 3.9814 -2.9670  0.66
O2 -3.6272 4.0565 -3.6924  -0.61
O3 -2.0993 2.8835 -2.6437  -0.12
C4 -2.7186 1.6781 -3.0734  -0.79
H1 -1.0475 4.8810 0.7714  0.34
H2 -1.2745 3.3689 -0.1209  -0.06
H3 -2.6470 4.5731 0.1116  0.36
H4 -0.3283 4.3591 -1.8866  -0.10
H5 -0.7276 6.0172 -1.2831  0.40
H6 -2.6610 1.6063 -4.1673  0.37
H7 -3.7266 1.6587 -2.6656  0.32
H8 -2.1909 0.8551 -2.6911  0.26
C5 -3.3465 -1.0614 1.0007  -0.89
C6 -2.4021 -0.1496 1.8006  0.28
O4 -1.4468 0.4415 0.8291  -0.22
C7 -0.3787 1.0191 1.3528  0.07
O5 -0.1978 1.1829 2.5731  -0.62
O6 0.4860 1.3790 0.3739  0.76
C8 1.5588 2.2891 0.7132  -0.21
H9 -2.8686 -1.8354 0.5095  0.41
H10 -3.7796 -0.4233 0.2159  0.31
H11 -4.1650 -1.5876 1.5190  -0.07
H12 -1.8734 -0.6673 2.5910  -0.26
H13 -2.9604 0.6699 2.2289  0.33
H14 2.2887 1.7055 1.2762  -0.31
H15 1.2684 3.1664 1.2820  0.41
H16 1.9137 2.6253 -0.2461  -0.01
Cl1 5.5030 3.8646 -0.1660  -0.19
C9 5.2983 2.1876 -0.2291  0.28
C10 6.6621 1.5972 -0.3771  -0.69
Cl2 6.5895 -0.2814 -0.4033  -0.20
H17 4.7068 1.9074 -1.0733  0.09
H18 4.8636 1.8962 0.7552  -0.05
H19 7.2620 1.7978 0.4681  0.38
H20 7.1327 1.9796 -1.2675  0.38
Cl3 2.3869 -2.6902 -2.5273  -0.14
C11 3.3120 -2.4757 -3.9652  -0.44
C12 2.7233 -3.2325 -5.1591  -0.42
Cl4 3.9073 -3.2451 -6.5535  -0.22
H21 4.2842 -2.8679 -3.6510  0.39
H22 3.4213 -1.4177 -4.1994  0.25
H23 1.8163 -2.7812 -5.5822  0.21
H24 2.5005 -4.1902 -4.8011  0.38
Cl5 -0.6700 -3.2420 3.4336  -0.17
C13 0.2225 -2.2285 4.5857  0.26
C14 0.4940 -3.0275 5.9074  -0.67
Cl6 -0.8700 -3.8642 6.6823  -0.19
H25 -0.3703 -1.3477 4.8617  0.29
H26 1.1713 -1.9695 4.0839  -0.23
H27 0.7783 -2.3652 6.6667  0.37
H28 1.3250 -3.7168 5.7865  0.38
Cl7 -4.9292 -0.4613 -6.2878  -0.19
C15 -4.8798 -1.3233 -4.7132  -0.39
C16 -5.9266 -0.7055 -3.8113  -0.44
Cl8 -6.0105 -1.5916 -2.2639  -0.18
H29 -3.8523 -1.2626 -4.3226  0.24
H30 -5.1432 -2.3554 -4.8019  0.38
H31 -6.9388 -0.6942 -4.1863  0.40
H32 -5.6780 0.3524 -3.4990  0.20
Cl9 3.8238 0.0208 4.8284  -0.18
C17 2.3779 0.7663 4.1214  0.55
C18 2.3856 2.2550 4.2231  -0.42
Cl10 3.7540 2.9817 3.3433  -0.17
H33 1.4899 0.4021 4.6059  0.14
H34 2.2940 0.4257 3.1271  -0.54
H35 2.5885 2.5384 5.2805  0.48
H36 1.4168 2.6805 3.8541  0.16
Cl11 5.4488 -3.8210 1.6266  -0.22
C19 4.2475 -2.9493 0.6822  -0.27
C20 3.2371 -2.2794 1.5873  -0.36
Cl12 2.1350 -1.2383 0.6583  -0.02
H37 3.6587 -3.6819 0.1509  0.32
H38 4.7815 -2.3496 -0.0469  0.04
H39 3.7761 -1.6627 2.3242  0.18
H40 2.7336 -3.1294 2.0225  0.27
Cl13 0.4400 -0.0575 -4.2252  -0.20
C21 1.2234 0.8016 -2.8760  0.85
C22 1.6022 2.1948 -3.3300  -0.53
Cl14 3.0988 2.0715 -4.3655  -0.21
H41 2.0515 0.1602 -2.5841  0.10
H42 0.5508 0.8534 -2.0153  -0.65
H43 1.8577 2.8907 -2.5701  0.19
H44 0.8633 2.6192 -3.9868  0.39
Cl15 -6.9853 -2.1468 4.2862  -0.20
C23 -6.4376 -3.1067 2.8393  -0.46
C24 -5.2042 -3.8226 3.2431  -0.45
Cl16 -4.5375 -4.8730 1.8887  -0.21
H45 -6.3865 -2.5563 1.9269  0.31
H46 -7.2129 -3.7924 2.6991  0.40
H47 -5.3698 -4.4763 4.0916  0.41
H48 -4.3721 -3.1302 3.4388  0.23

Force components x, y, z for each atom (eV/Å):
C -0.2 -0.1 1.7
C 0.0 -1.0 1.7
O -0.6 1.3 -1.2
C -2.6 1.7 -0.9
O 0.5 0.3 0.1
O 2.4 -2.4 1.3
C -0.7 0.6 -1.0
H -0.1 -0.2 -1.0
H -0.5 0.1 0.2
H 1.2 -0.2 -0.8
H 0.4 0.3 0.0
H 0.0 0.2 -0.7
H -0.5 0.1 0.3
H -0.2 0.0 -0.4
H 1.0 -0.8 0.8
C -0.8 1.9 0.2
C -0.4 -0.4 -0.6
O -0.1 -0.5 0.3
C 0.7 0.3 2.2
O -0.1 -0.1 -2.6
O -1.3 0.3 0.5
C -0.2 -0.9 0.3
H 1.5 -1.5 -1.0
H -0.2 -0.3 0.2
H 0.4 0.8 0.4
H 0.3 0.0 -0.1
H 0.0 0.3 0.2
H 0.2 0.4 -0.2
H -0.5 -0.1 0.2
H 0.4 0.0 -0.2
Cl 0.1 2.7 -0.1
C -0.2 -2.1 1.4
C -0.2 -1.7 -0.3
Cl 0.0 1.5 -0.2
H -0.7 -0.2 -0.3
H 0.0 -0.2 -1.0
H 0.7 0.3 0.8
H 0.2 -0.3 -0.4
Cl -1.3 0.0 1.1
C 1.2 0.2 -1.3
C 0.4 1.6 -0.4
Cl -0.5 -0.2 0.9
H 0.0 0.1 -0.8
H -0.1 0.0 0.1
H 0.3 0.0 0.4
H -0.1 -1.7 -0.1
Cl -0.2 0.1 -0.2
C 0.0 -0.8 1.3
C 0.3 -0.1 -1.3
Cl -0.2 -0.1 -0.5
H 0.1 -0.2 -0.5
H -0.4 0.0 0.5
H 0.7 1.3 0.8
H -0.2 -0.3 -0.2
Cl 0.1 -0.3 0.2
C -0.1 0.6 0.3
C 0.6 1.9 1.1
Cl 0.1 -0.3 0.2
H -0.5 0.2 0.0
H 0.0 -0.7 -0.6
H 0.0 -0.2 -0.5
H -0.2 -1.1 -0.7
Cl 0.0 -0.2 0.2
C -0.2 0.2 0.4
C -0.2 0.8 1.0
Cl 0.1 0.2 -0.4
H -0.2 -0.2 0.5
H 0.1 -0.3 -1.3
H -0.5 -0.1 -0.7
H 1.0 -0.4 0.3
Cl 0.3 -0.2 0.4
C -0.5 -0.2 -0.9
C 1.5 0.4 0.2
Cl -0.1 -0.1 0.2
H 0.2 -0.4 -0.5
H -0.2 0.4 0.2
H -0.6 -0.2 -0.1
H -0.7 0.3 0.5
Cl -0.3 -0.1 0.0
C -0.3 0.2 0.4
C 0.9 -1.0 -1.2
Cl -0.2 0.1 0.2
H 0.2 0.3 0.0
H -0.2 0.0 -0.3
H 0.1 0.4 0.9
H -0.4 0.1 0.0
Cl 0.3 0.1 -0.7
C -0.3 0.1 1.0
C 1.8 -0.1 -0.4
Cl -0.6 0.4 0.4
H 0.4 0.9 -0.3
H -1.2 -1.2 -0.2
H 0.0 0.0 0.0
H -0.4 -0.3 0.2

Output
Charge: 0
SMILES: CCOC(=O)OC.CCOC(=O)OC.ClCCCl.ClCCCl.ClCCCl.ClCCCl.ClCCCl.ClCCCl.ClCCCl.ClCCCl
DFT total energy: -238311.3552 eV
LUMO energy: 0.275 eV
F_max: 3.6 eV/Å

No. 2
Below is C32H37N3PPd as an isolated structure in a non-equilibrium geometry, with properties calculated with ωB97M-V with the def2-TZVPD basis set.

Each line ends with the Mulliken charge.
Element x y z (Å)
Pd1 1.2287 0.5211 -0.6816  -0.72
C1 -1.8869 -2.8678 -3.3371  -1.78
C2 -0.8987 -3.2524 -2.2274  2.52
C3 -1.6565 -3.9244 -1.0742  -1.06
C4 0.1510 -4.2222 -2.7871  -1.71
C5 -0.2242 -2.0343 -1.7274  -0.55
N1 0.3050 -1.0788 -1.3351  -0.23
H1 -2.4049 -3.7499 -3.7303  0.43
H2 -1.3755 -2.3792 -4.1750  0.42
H3 -2.6481 -2.1695 -2.9690  0.34
H4 -2.1689 -4.8324 -1.4119  0.42
H5 -2.4118 -3.2531 -0.6484  0.40
H6 -0.9769 -4.2067 -0.2612  -0.22
H7 -0.3169 -5.1375 -3.1669  0.41
H8 0.8767 -4.5121 -2.0178  0.33
H9 0.7145 -3.7682 -3.6110  0.42
C6 4.0937 2.9668 -4.2127  -0.99
N2 3.0694 3.4328 -3.2767  -0.09
C7 3.6745 3.6895 -1.9666  -0.90
C8 1.9864 2.4360 -3.1791  -0.61
C9 0.7649 2.9390 -2.4462  0.46
C10 0.1026 4.1084 -2.8456  -0.55
C11 -1.0403 4.5390 -2.1694  -0.77
C12 -1.5338 3.8025 -1.0932  -0.84
C13 -0.8848 2.6353 -0.6939  0.97
C14 0.2557 2.2063 -1.3699  0.23
H10 4.8874 3.7149 -4.3192  0.34
H11 3.6664 2.8228 -5.2114  0.29
H12 4.5498 2.0228 -3.8925  0.36
H13 4.4784 4.4291 -2.0558  0.36
H14 4.0943 2.7808 -1.5196  0.28
H15 2.9469 4.1145 -1.2672  0.30
H16 2.3551 1.5118 -2.7131  0.07
H17 1.6467 2.1589 -4.1865  0.58
H18 0.4859 4.6888 -3.6823  0.46
H19 -1.5435 5.4500 -2.4828  0.39
H20 -2.4231 4.1384 -0.5667  0.45
H21 -1.2624 2.0550 0.1424  0.29
N3 1.2287 0.5211 1.3089  -1.08
P1 -0.0050 -0.2045 2.1516  3.25
C15 0.2722 0.0205 3.8937  0.09
C16 -0.5213 -0.6778 4.8177  -0.45
C17 -0.3272 -0.5232 6.1912  -0.71
C18 0.6682 0.3290 6.6612  -0.40
C19 1.4657 1.0279 5.7584  -0.74
C20 1.2670 0.8768 4.3841  -0.31
C21 0.0446 -1.9443 1.7745  0.42
C22 -1.1309 -2.6888 1.6051  0.01
C23 -1.0770 -4.0572 1.3320  -0.49
C24 0.1540 -4.7017 1.2346  -0.67
C25 1.3306 -3.9795 1.4139  -0.93
C26 1.2758 -2.6114 1.6851  -0.92
C27 -1.4950 0.5781 1.5810  0.77
C28 -1.8938 0.4240 0.2434  -0.83
C29 -3.0585 1.0277 -0.2327  -0.66
C30 -3.8380 1.8033 0.6210  -0.62
C31 -3.4501 1.9775 1.9473  -0.91
C32 -2.2851 1.3712 2.4231  -1.11
H22 -1.3010 -1.3503 4.4663  0.36
H23 -0.9507 -1.0712 6.8928  0.41
H24 0.8243 0.4468 7.7302  0.41
H25 2.2460 1.6911 6.1232  0.40
H26 1.9018 1.4341 3.6994  0.43
H27 -2.1031 -2.2081 1.6891  0.66
H28 -1.9968 -4.6206 1.1987  0.55
H29 0.1961 -5.7670 1.0242  0.42
H30 2.2929 -4.4807 1.3469  0.46
H31 2.2040 -2.0639 1.8342  0.44
H32 -1.2891 -0.1732 -0.4368  0.28
H33 -3.3532 0.8958 -1.2705  0.46
H34 -4.7431 2.2777 0.2515  0.46
H35 -4.0517 2.5912 2.6130  0.45
H36 -1.9986 1.5340 3.4592  0.48
H37 2.8237 0.5211 -1.2458  0.12

Force components x, y, z for each atom (eV/Å):
Pd 1.7 1.2 -0.4
C -0.1 0.6 -0.4
C -0.5 -0.6 -0.3
C -0.1 0.0 -0.8
C 0.7 0.0 -0.1
C 0.7 1.0 0.4
N -1.4 -3.3 -1.5
H 0.2 0.1 0.2
H -0.1 -0.1 0.1
H 0.1 -0.1 0.0
H 0.1 0.2 -0.3
H 0.1 -0.1 -0.1
H -0.6 0.3 -2.5
H -0.1 0.3 0.1
H -0.2 0.0 -0.1
H -0.1 -0.1 0.1
C -0.1 0.3 -0.2
N -0.1 -0.5 0.0
C -0.2 0.4 -0.1
C 0.1 0.9 -0.6
C 0.1 -0.2 0.3
C -0.1 0.0 0.3
C 0.2 -0.2 0.0
C 0.2 0.1 -0.2
C 0.6 0.8 0.0
C -0.9 1.4 -0.2
H -0.2 -0.1 0.2
H -0.1 0.0 0.2
H 0.1 -0.1 0.1
H -0.1 -0.2 -0.2
H 0.1 -0.2 0.1
H -0.1 -0.2 -0.2
H 0.0 -0.1 0.1
H 0.3 0.1 0.0
H 0.0 -0.2 0.1
H 0.1 -0.1 0.0
H 0.1 0.0 0.0
H 0.9 1.8 -0.7
N -0.3 -0.1 1.3
P 1.2 0.7 -0.5
C -0.2 0.0 1.0
C 0.0 0.0 0.2
C 0.0 0.0 -0.3
C 0.1 0.0 -0.2
C -0.2 -0.2 -0.2
C 0.2 0.2 -0.1
C -0.4 -1.3 -0.1
C 0.0 -0.1 0.4
C 0.3 0.3 2.5
C 0.5 0.0 1.0
C -0.3 0.2 0.0
C 0.1 0.2 0.0
C -1.2 -0.4 0.1
C -1.0 -1.6 0.3
C -0.6 -0.7 0.4
C 0.1 -0.2 -0.1
C 0.4 0.0 0.0
C -0.1 0.2 0.1
H 0.1 0.0 0.0
H 0.1 0.1 -0.2
H 0.0 0.0 -0.2
H -0.1 -0.1 -0.1
H -0.2 -0.1 0.0
H 0.1 0.0 0.0
H 0.2 0.1 0.4
H 0.0 0.1 0.0
H -0.2 0.1 0.0
H -0.1 0.0 0.0
H -0.5 0.3 0.4
H 0.1 0.1 0.2
H 0.1 -0.1 0.1
H 0.2 -0.1 -0.1
H 0.0 -0.1 -0.1
H 0.2 -0.4 0.3

Output
Charge: +1
Spin multiplicity: 5
Expectation value of S²: 6.01
DFT total energy: -51009.4434 eV
ΔE to the lowest compared entry with this formula, charge and spin: 143.8 kJ/mol
LUMO energy (alpha / beta): -2.571 / -4.834 eV
F_max: 3.9 eV/Å

No. 3
Below is C15H25F4N4NbP as an isolated structure in a non-equilibrium geometry, with properties calculated with ωB97M-V with the def2-TZVPD basis set.

Each line ends with the Mulliken charge.
Element x y z (Å)
C1 3.7185 5.5576 -0.1769  -1.02
Nb1 1.9512 4.2703 0.3734  -0.36
P1 3.2869 2.0580 0.4510  0.12
N1 3.3091 1.4708 -1.0531  -0.75
C2 -0.0925 3.1656 0.6468  0.35
F1 -0.6511 3.6995 1.7596  -0.30
F2 0.0476 1.8398 0.9117  -0.21
C3 -1.1601 3.2925 -0.4143  0.15
F3 -0.6810 3.0208 -1.6308  -0.32
F4 -1.6518 4.5207 -0.4014  -0.26
H1 3.8562 5.5594 -1.2457  0.29
H2 3.5934 6.5861 0.1224  0.35
H3 4.5870 5.0873 0.2726  0.28
H4 1.6891 4.0804 -1.4426  0.03
H5 0.9333 5.7722 0.4720  0.03
H6 2.1887 4.4858 2.1860  -0.01
H7 4.6265 2.3403 0.8261  0.03
H8 2.8241 1.0947 1.3851  0.03
H9 2.7377 2.0626 -1.6503  0.27
H10 -1.9934 2.6179 -0.2338  0.25
N2 1.0269 -1.2604 0.1811  0.21
C4 1.1454 -2.5506 -0.2516  -0.66
C5 0.0879 -3.2651 0.2498  -0.46
C6 -0.7023 -2.3612 1.0122  -0.74
C7 -0.0965 -1.1319 0.9424  -0.62
H11 1.6793 -0.5183 -0.0299  0.22
H12 1.9710 -2.8497 -0.8739  0.41
H13 -0.0976 -4.3146 0.0893  0.41
H14 -1.6116 -2.5851 1.5467  0.57
H15 -0.3659 -0.1897 1.3745  0.67
N3 -0.2327 -5.5748 4.6498  -0.01
C8 -0.7136 -4.9733 3.5198  -0.45
C9 -1.6278 -5.8195 2.9535  -0.19
C10 -1.7033 -6.9767 3.7777  -0.67
C11 -0.8310 -6.7948 4.8167  -0.49
H16 0.4564 -5.1800 5.2623  0.19
H17 -0.3651 -4.0008 3.2156  0.44
H18 -2.1815 -5.6306 2.0490  0.43
H19 -2.3262 -7.8420 3.6237  0.37
H20 -0.5856 -7.4238 5.6550  0.37
N4 -1.8371 1.4083 -3.8531  0.08
C12 -2.4111 1.9090 -4.9856  -0.47
C13 -3.2786 0.9657 -5.4723  -0.44
C14 -3.2240 -0.1487 -4.5922  -0.51
C15 -2.3251 0.1583 -3.6038  -0.48
H21 -1.1576 1.8868 -3.2868  0.26
H22 -2.1555 2.8901 -5.3471  0.37
H23 -3.8842 1.0639 -6.3580  0.38
H24 -3.7794 -1.0681 -4.6746  0.39
H25 -1.9928 -0.4044 -2.7477  0.49

Force components x, y, z for each atom (eV/Å):
C -1.4 -0.6 -0.7
Nb 1.8 1.3 -0.9
P 0.0 -0.4 0.0
N -0.3 0.1 0.3
C 0.4 1.4 -1.5
F -0.5 0.2 1.2
F 0.2 -1.1 0.1
C -0.5 -1.1 1.1
F 0.5 -0.2 -1.2
F -0.4 1.5 -0.3
H 0.2 0.0 -0.5
H 0.1 0.3 0.4
H 0.2 -0.1 0.4
H -0.3 0.0 -0.1
H -0.1 -0.4 0.8
H -0.1 -0.1 0.3
H -0.1 -0.3 0.6
H 0.5 0.0 0.2
H 0.0 -0.1 -0.1
H -0.2 -0.4 0.1
N 0.1 0.0 -0.1
C 0.1 0.0 0.0
C 0.0 0.0 0.0
C 0.0 0.0 0.0
C 0.0 -0.2 0.1
H 0.0 0.1 -0.2
H 0.0 0.0 0.0
H 0.0 0.0 0.0
H 0.0 0.0 0.0
H 0.0 0.1 0.0
N 0.0 0.0 0.0
C 0.1 0.1 0.0
C 0.0 0.0 0.0
C 0.0 0.0 0.0
C 0.1 0.0 0.0
H 0.0 0.0 0.0
H 0.0 0.0 -0.1
H 0.0 0.0 0.0
H 0.0 0.0 0.0
H 0.0 0.0 0.0
N 0.0 0.0 -0.1
C 0.0 0.0 0.0
C 0.0 0.0 0.0
C 0.0 0.0 0.0
C 0.0 0.0 0.0
H -0.1 0.0 0.1
H 0.0 0.0 0.0
H 0.0 0.0 0.0
H 0.0 0.0 0.0
H 0.0 0.0 0.0

Output
Charge: -1
DFT total energy: -43623.8461 eV
LUMO energy: 1.486 eV
F_max: 2.4 eV/Å

- The highest charge belongs to which entry?
  C32H37N3PPd